# C35H57FI2MnN12O5SbSi4Te

A molecular structure, C35H57FI2MnN12O5SbSi4Te (ωB97M-V/def2-TZVPD, the Open Molecules 2025 dataset).

Each line ends with the Löwdin charge.
Positions of all 119 atoms, in Å:
Mn -1.307 -0.992 0.118  0.4016
N -1.356 -2.983 2.959  0.1635
C -0.129 -2.734 2.385  -0.4479
N 0.994 -3.321 2.732  0.0846
N 1.920 -2.701 1.975  -0.0412
N 1.385 -1.797 1.236  -0.0623
N 0.047 -1.795 1.456  -0.0485
C -2.364 -2.074 2.766  -0.4603
N -3.448 -1.964 3.506  0.0981
N -4.128 -0.935 2.969  0.0036
N -3.484 -0.462 1.961  -0.1202
N -2.349 -1.165 1.796  -0.1083
H -1.409 -3.606 3.749  0.1642
I -2.825 0.814 -4.399  1.0336
C -3.407 -0.898 -3.384  -0.6235
C -4.295 -1.806 -4.010  -0.2051
C -4.644 -2.976 -3.400  -0.6664
I -6.039 -4.208 -4.325  0.9794
C -4.055 -3.335 -2.155  -0.1857
C -4.225 -4.572 -1.494  -0.0033
C -3.542 -4.822 -0.340  -0.0181
C -2.706 -3.829 0.196  -0.0760
N -2.539 -2.657 -0.375  0.0839
C -3.191 -2.407 -1.552  -0.1282
C -2.911 -1.152 -2.136  -0.4047
O -2.158 -0.301 -1.430  -0.3610
H -4.694 -1.562 -4.984  0.0835
H -4.882 -5.319 -1.919  0.0792
H -3.621 -5.773 0.167  0.1269
H -2.159 -4.024 1.107  0.1036
F -0.866 -6.208 0.685  0.0996
C -0.424 -5.752 -0.491  -0.2013
C 0.553 -4.855 -0.556  0.0558
N 1.006 -4.359 -1.768  0.0104
C 1.853 -3.195 -1.778  -0.0161
C 1.029 -1.965 -1.484  -0.5598
O 1.615 -0.821 -1.569  -0.3321
O -0.159 -2.095 -1.173  -0.0402
C 0.456 -4.762 -2.976  -0.4580
O 0.784 -4.280 -4.035  0.1099
N -0.513 -5.738 -2.857  0.2361
C -1.075 -6.266 -1.692  -0.3952
O -1.996 -7.042 -1.720  0.1186
H 1.039 -4.484 0.340  0.1312
H 2.329 -3.092 -2.751  0.1498
H 2.613 -3.270 -0.999  0.1410
H -0.912 -6.061 -3.728  0.1761
C -2.847 2.805 3.538  -0.1188
C -1.697 2.086 2.832  -0.5044
C -1.188 0.917 3.674  -0.1327
Sb -2.240 1.560 0.806  1.6432
C -1.330 3.316 -0.130  -0.5859
C -1.682 3.433 -1.611  -0.1660
C -1.723 4.581 0.632  -0.1219
C -4.313 2.058 0.345  -0.4750
C -4.660 1.612 -1.072  -0.1348
C -5.370 1.580 1.323  -0.1306
H -2.474 3.249 4.465  0.0944
H -3.629 2.096 3.808  0.0695
H -3.291 3.606 2.943  0.0686
H -0.871 2.781 2.663  0.0557
H -2.018 0.319 4.050  0.0657
H -0.647 1.307 4.540  0.0911
H -0.511 0.263 3.125  0.0372
H -0.246 3.183 -0.036  -0.0064
H -2.737 3.681 -1.738  0.0766
H -1.481 2.517 -2.168  -0.0033
H -1.102 4.239 -2.067  0.0826
H -2.795 4.773 0.559  0.0768
H -1.209 5.434 0.182  0.0967
H -1.456 4.557 1.688  0.0581
H -4.224 3.148 0.397  0.0794
H -4.806 0.532 -1.103  0.0799
H -3.911 1.876 -1.812  -0.0026
H -5.601 2.085 -1.367  0.0991
H -5.497 0.504 1.286  0.0571
H -6.315 2.045 1.025  0.0968
H -5.173 1.861 2.354  0.0553
C 4.661 3.645 -1.628  -0.2028
Si 3.231 2.487 -1.949  0.3109
C 3.623 1.399 -3.408  -0.1954
C 1.757 3.539 -2.383  -0.2289
Si 3.091 1.237 0.069  0.4144
Te 0.552 0.690 -0.579  1.3803
Si 2.952 2.659 1.923  0.3282
C 2.360 1.598 3.337  -0.2052
C 4.658 3.324 2.266  -0.2053
C 1.801 4.096 1.629  -0.1937
Si 4.948 -0.247 0.135  0.3708
C 5.047 -1.204 1.706  -0.2067
C 6.386 0.935 0.048  -0.2010
C 4.979 -1.349 -1.372  -0.1942
H 4.928 4.155 -2.559  0.0479
H 5.548 3.134 -1.265  0.0052
H 4.395 4.413 -0.896  0.0322
H 3.505 1.979 -4.327  0.0452
H 2.959 0.536 -3.472  0.0211
H 4.651 1.032 -3.371  0.0351
H 2.053 4.217 -3.188  0.0513
H 1.405 4.147 -1.543  0.0190
H 0.920 2.937 -2.742  0.0066
H 3.192 1.037 3.770  0.0394
H 1.623 0.864 2.998  -0.0014
H 1.904 2.194 4.133  0.0415
H 5.324 2.542 2.638  0.0328
H 4.608 4.105 3.030  0.0455
H 5.112 3.762 1.374  0.0218
H 0.751 3.800 1.678  -0.0107
H 1.972 4.558 0.652  0.0275
H 1.963 4.862 2.392  0.0520
H 5.328 -0.557 2.543  0.0360
H 5.823 -1.969 1.603  0.0470
H 4.111 -1.699 1.959  -0.0079
H 6.264 1.818 0.674  0.0081
H 6.583 1.262 -0.973  0.0304
H 7.275 0.400 0.399  0.0537
H 4.129 -1.172 -2.026  -0.0036
H 4.977 -2.402 -1.080  0.0363
H 5.888 -1.169 -1.950  0.0440

Output
- Charge: +1
- Max |F|: 1.83 eV/Å
- Frontier orbital gap (alpha / beta): 5.287 / 5.980 eV
- Expectation value of S²: 1.16
- Energy relative to the best compared isomer or geometry (same formula, charge and spin): 0.000 eV
- DFT total energy: -160914.93296 eV
- Multiplicity: 2